# 1
Formula: C42H48BrN6O2P2Sn
Source: the Open Molecules 2025 dataset
Level of theory: ωB97M-V/def2-TZVPD

Geometry as XYZ:
```
102
Properties=species:S:1:pos:R:3:mulliken_charge:R:1
Sn 1.26303 -1.62005 0.55691 1.59
Br -1.65322 -6.10700 5.42255 -0.01
P 0.83099 2.34671 0.26259 1.20
P -2.30721 1.58707 -0.46825 1.04
O 1.26815 -1.53707 2.87552 -0.62
O 1.15989 -2.40163 -1.64859 -0.45
N -0.41063 -3.90247 -2.32201 0.00
N -2.67101 4.22488 -0.40426 -0.15
N 0.06674 4.80317 -0.74350 -0.21
N 3.68205 -1.35983 0.09895 0.13
N 2.36210 -3.54153 1.01290 0.51
N -1.06211 -3.21953 0.79513 0.49
C -2.27371 5.45016 -0.88213 0.37
C -3.26584 6.43373 -1.14646 -0.76
C -2.79682 7.60764 -1.72890 -0.52
C 2.32500 2.72000 -0.70693 -1.45
C -2.83248 -4.48094 -0.26017 -0.80
C 4.07377 -2.58089 -0.38271 0.39
C 5.50070 -3.90920 -1.85646 -0.88
C -0.42880 -4.67834 -1.08240 -0.24
C -0.46028 -4.80177 4.74645 -0.47
C -1.97817 -2.62844 1.52812 -0.14
C 1.97067 4.46550 1.86855 -1.65
C -3.34219 1.54234 -2.08141 1.40
C -1.43352 7.85675 -2.04964 -0.78
C -3.66051 0.02306 -2.33183 -1.53
C -0.45705 6.95513 -1.65371 -0.54
C 5.48913 -0.22140 -1.01366 -0.94
C -0.38783 3.58949 -0.36443 -0.04
C -0.54343 -3.49360 5.30967 -0.44
C 5.17769 -2.63520 -1.34309 0.56
C 3.41715 -3.76783 0.09509 0.00
C 0.84230 -2.57339 3.52594 0.78
C 5.90434 -1.44101 -1.58725 -0.56
C 4.88711 -5.04859 -1.31013 -0.95
C -1.48761 -4.04813 -0.19831 0.35
C -0.93265 5.73962 -1.09166 0.32
C -1.72662 3.26793 -0.43567 -0.24
C -0.05130 3.28862 2.87123 -1.66
C 3.84236 -5.01459 -0.37839 -0.54
C 0.43428 -5.00561 3.68892 -0.70
C -4.66352 2.36744 -2.03532 -1.48
C 0.37913 -2.20673 -3.89894 -1.21
C 2.12572 2.15790 2.73909 -1.42
C 1.12278 -3.91581 3.07494 0.02
C -3.33820 -2.87309 1.45243 -1.12
C 0.34299 -2.83925 -2.53180 0.53
C -3.54395 1.61240 0.92415 -1.36
C -2.43959 1.97025 -3.24246 -1.82
C 2.03820 -4.27649 2.07169 0.14
C -3.75830 -3.91764 0.61988 -0.49
C 4.44136 -0.24364 -0.16529 -0.26
C 1.21676 3.09994 1.94396 1.31
C 0.00778 -2.41455 4.66265 -0.31
H -0.63581 -5.75073 -1.36149 0.56
H -2.99191 1.72196 -4.15368 0.53
H 2.35226 2.60526 3.71662 0.53
H 3.21506 2.73765 -0.07191 0.37
H -0.66320 4.13642 2.54906 0.39
H 2.47780 2.00598 -1.52628 0.36
H -4.45937 3.39805 -1.78060 0.20
H 3.03744 4.37420 1.69755 0.35
H 0.62603 7.00385 -1.68037 0.48
H -2.76581 -0.55164 -2.51798 0.24
H 1.42581 -2.00418 -4.08992 0.33
H -3.77139 2.62920 1.20060 0.40
H 1.53453 5.08766 1.07818 0.28
H 0.30032 3.52432 3.86759 0.56
H -5.35790 1.90781 -1.34580 0.36
H -1.45871 1.48788 -3.29955 0.27
H -4.05629 -2.38761 2.07160 0.61
H 4.15055 0.64944 0.33195 0.50
H 2.14581 3.73216 -1.10834 0.47
H 6.31421 -4.02439 -2.53862 0.50
H -5.14322 2.28279 -3.01257 0.49
H 3.27860 -5.88588 -0.06945 0.47
H 3.11141 1.90476 2.28685 0.26
H -3.22675 -5.18446 -1.02300 0.46
H -1.21090 8.76939 -2.52095 0.48
H -4.25284 -0.48108 -1.54354 0.33
H 0.55883 -4.64126 -0.56302 -0.56
H -0.06718 -1.39104 5.07914 0.51
H -0.72130 2.39836 2.96486 0.18
H -3.01170 1.12098 1.73999 0.35
H 5.18444 -6.00901 -1.69214 0.44
H 5.95853 0.69744 -1.33604 0.46
H 1.61248 1.16347 2.90547 0.14
H 1.85186 4.95112 2.83233 0.48
H 6.78757 -1.49768 -2.19815 0.50
H -4.22333 -0.10648 -3.27946 0.48
H 0.00498 -2.92838 -4.69634 0.40
H -3.52534 8.32283 -1.95026 0.47
H -1.58448 -1.94563 2.28640 0.41
H -0.14077 -1.23924 -3.86647 0.16
H -2.25315 3.04680 -3.28715 0.37
H 0.62745 -6.05563 3.36672 0.49
H 2.42190 -5.32099 2.18797 0.43
H -4.79979 -4.30109 0.64214 0.43
H -1.07868 -4.13771 -3.03561 0.29
H -4.37656 0.94489 0.65389 0.45
H -4.31564 6.16890 -0.92288 0.46
H -1.15144 -3.33392 6.21113 0.47
```

The charge is +3. As for the HOMO-LUMO gap (spin up / spin down): 4.74 / 4.54 eV. The calculation puts the HOMO energy (spin up / spin down) at -14.90 / -14.99 eV.

# 2
Formula: C42H48Ge2N7OPbSe2
Source: the Open Molecules 2025 dataset
Level of theory: ωB97M-V/def2-TZVPD

Geometry as XYZ:
```
103
Properties=species:S:1:pos:R:3:mulliken_charge:R:1
Pb -0.34997 0.15053 -2.16249 0.85
Se -0.08086 -2.55952 -0.40212 -0.48
Se 0.31824 3.33952 -4.16497 0.33
Ge 1.33495 -1.32906 1.42750 0.21
Ge -2.11552 1.27915 1.85760 0.92
O -4.59479 0.85135 -1.10212 -0.60
N 1.70352 -4.66923 -1.25093 0.45
N 1.38798 4.59082 -3.66168 -0.72
N -2.47748 -0.59535 0.97761 0.55
N -2.53076 0.53416 -2.03793 -0.02
N 2.04642 -2.82368 -2.34208 0.77
N 0.38947 2.50669 -2.56869 -0.44
N -1.15083 0.23649 -4.39995 0.04
C -0.38745 0.93037 2.82350 1.22
C -0.91900 3.03704 4.04916 -0.40
C 2.10184 -2.46715 4.03278 -1.31
C -2.96272 1.08967 -5.67969 -0.92
C -0.15590 3.42878 6.28857 -0.58
C 1.74771 4.40569 -2.40299 0.67
C 1.72640 -2.88301 2.60837 -0.26
C -3.50335 0.31331 -1.12785 -0.45
C 4.54910 -4.82608 -4.20882 -0.59
C 1.17631 3.23176 -1.77084 0.51
C 2.88197 -0.76651 0.29996 0.12
C 2.92068 -3.75246 -2.89211 0.69
C -3.94712 -1.96346 -0.30732 -0.16
C 3.39926 -6.10044 -2.48566 -0.71
C -0.58397 -0.22402 -5.52656 -0.29
C 1.32713 -3.39470 -1.36083 -0.35
C -1.16902 -0.07061 -6.76242 -0.84
C 1.19537 -5.66280 -0.31985 -0.96
C -3.02523 -2.80068 1.72850 -0.78
C -3.82575 1.21063 2.86712 -0.60
C 3.85438 -3.66966 -3.91618 -0.80
C -3.24328 -0.78044 -0.11365 0.24
C -0.30972 1.78059 4.03431 -0.08
C 0.43389 2.17126 6.30032 -0.88
C 0.36269 1.35529 5.18419 -0.38
C -1.59838 4.04122 0.80817 -1.83
C -3.85191 -2.98027 0.62429 -0.98
C -2.94317 1.36157 -3.17768 -0.86
C -2.38231 0.60697 -6.83990 -0.39
C 2.69687 -4.93704 -2.19009 0.45
C 1.46245 2.96463 -0.41061 0.66
C 2.87816 4.95457 -0.37418 -0.87
C 2.29151 3.81863 0.25538 -1.08
C -4.19930 2.49070 3.61409 -1.26
C -2.00109 2.62908 0.38487 0.82
C 2.62051 5.25723 -1.67362 -0.67
C -2.37142 -1.60139 1.87240 -0.65
C -2.33035 0.87467 -4.46284 0.71
C -0.83108 3.86190 5.15683 -1.24
C 0.66294 0.16694 2.49994 -0.58
C 3.95355 -0.07609 1.14693 -1.38
C 4.32294 -6.01966 -3.50760 -0.68
H 1.23668 -2.07084 4.56453 0.31
H 2.54370 -0.10738 -0.50372 0.09
H 1.53120 0.29612 3.15730 0.41
H -2.87431 0.74441 -7.79345 0.47
H -4.15823 3.36331 2.96037 0.27
H 0.94518 1.81922 7.18604 0.47
H -3.90393 1.62165 -5.70835 0.54
H 4.02910 -2.75407 -4.46506 0.45
H 0.46703 -5.20768 0.34412 0.24
H 4.83477 0.13430 0.54124 0.43
H 0.71808 -6.47439 -0.86780 0.38
H -1.29743 2.25582 -0.35888 -0.75
H -1.58602 4.68117 -0.07506 0.41
H -4.03049 1.34712 -3.24977 0.67
H 0.36933 -0.72884 -5.42327 0.47
H 0.80387 0.36686 5.21966 0.37
H -3.79787 0.35672 3.54592 0.48
H -4.42939 -3.88737 0.50662 0.52
H -1.74742 -1.39418 2.73473 0.61
H 2.01999 -6.07222 0.26165 0.40
H -3.54722 2.66287 4.46815 0.33
H -2.99439 2.64867 -0.06305 0.53
H -0.60332 4.07029 1.25391 0.42
H -2.64455 2.40803 -3.02164 0.10
H -0.10262 4.06305 7.16257 0.43
H 1.00747 2.11628 0.09030 0.34
H 3.28998 -1.66857 -0.16188 0.38
H 4.26908 -0.71176 1.97548 0.37
H -2.92858 -3.56743 2.48378 0.57
H 4.88435 -6.90154 -3.78276 0.43
H -1.44325 3.38587 3.16226 0.50
H -2.31346 4.47514 1.50686 0.46
H 3.23085 -7.02624 -1.95319 0.49
H -4.56941 1.00385 2.09200 0.52
H 2.50833 3.64151 1.30138 0.57
H 3.59236 0.87022 1.54941 0.25
H 0.85015 -3.53253 2.62219 0.41
H -0.69155 -0.47196 -7.64440 0.45
H 5.28483 -4.81593 -5.00086 0.44
H -5.22190 2.40134 3.97884 0.46
H 3.04917 6.12180 -2.16075 0.49
H 2.54270 -3.43749 2.13978 0.41
H 2.46200 -3.33498 4.58472 0.45
H -4.59216 -2.05258 -1.17045 0.68
H -1.29692 4.83822 5.13831 0.47
H 2.89804 -1.72147 4.05439 0.29
H 3.52956 5.59135 0.20826 0.44
H 1.97205 -1.86358 -2.62858 -0.03
```

The charge is +3. As for the HOMO-LUMO gap: 7.37 eV. The calculation puts the HOMO energy at -15.33 eV.

# 3
Formula: C42H50BClN4O4P2ReS2Se2
Source: the Open Molecules 2025 dataset
Level of theory: ωB97M-V/def2-TZVPD

Geometry as XYZ:
```
109
Properties=species:S:1:pos:R:3:mulliken_charge:R:1
Re -0.60412 0.51280 0.69717 0.52
Se -0.68274 -0.17586 3.13351 0.40
Se -3.06643 0.49313 0.55988 -0.51
Cl 2.19240 1.94795 6.41238 -0.22
S 1.34934 7.74237 0.16387 -0.37
S 3.01172 -4.61018 -3.22499 -0.14
P 0.11926 0.36377 -1.58662 0.57
P -0.02289 -1.76153 0.10339 0.43
O -4.20808 2.37390 4.81517 -0.51
O -0.02278 2.76741 3.70170 -0.55
O 0.69619 0.66745 4.08700 -0.48
O -2.79398 -1.73486 2.71933 -0.34
N 0.73342 -1.22899 -1.35127 1.05
N -1.24903 7.72880 -0.01368 -0.35
N -0.52642 2.71882 0.64086 0.75
N 1.40792 0.45248 1.06752 1.02
C 0.78749 -3.26997 2.22054 -0.80
C 0.81339 4.70809 0.59805 -0.93
C 2.80026 1.30332 -1.66878 -0.24
C 3.71412 2.33953 -1.80714 -0.94
C 3.29052 3.59412 -2.21757 -0.76
C -0.28537 5.54001 0.35614 1.05
C 2.52172 0.51342 1.38067 -1.51
C -2.13966 0.57154 4.19213 -1.90
C -0.03610 0.41265 -4.39154 -0.53
C -2.77641 -5.15621 -1.36962 -0.70
C -3.53333 0.44582 3.55991 2.36
C 0.81429 1.99339 4.09763 0.72
C -1.45827 -5.43952 -1.03884 -0.72
C 3.48435 -3.31416 1.55222 -0.74
C -2.59562 -0.66414 -4.44054 -0.83
C 1.69258 -3.92199 3.04058 -0.78
C 2.42325 -1.87889 -3.08141 -0.11
C 1.94900 3.82067 -2.49971 -0.80
C -1.90227 -0.46583 -5.62566 -0.61
C 0.65767 3.35331 0.73560 -0.29
C -2.43025 -2.86006 -0.76307 -0.25
C -3.26495 -3.86694 -1.22463 -1.46
C 1.08817 -2.17680 -2.41075 -0.37
C -0.13804 6.96742 0.15741 0.26
C 1.03446 2.79037 -2.36791 -0.68
C 2.58492 -2.64819 0.73326 -0.40
C 1.53481 -5.47586 -3.82286 -0.72
C -0.71968 0.18892 -3.19650 0.34
C -1.58628 3.50844 0.41959 -1.11
C -2.00958 -0.33242 -3.22880 -0.06
C 3.03887 -3.94888 2.70107 -0.69
C -3.66741 1.28627 2.28014 -1.33
C -0.62486 -4.43740 -0.56666 -1.05
C 2.13412 2.43054 4.69725 -0.24
C 1.45967 1.52244 -1.95735 0.86
C -4.52022 1.01088 4.59187 -1.60
C -0.62916 0.08608 -5.60192 -0.91
C 1.23538 -2.64093 1.05676 0.80
C -3.87054 -1.03438 3.32060 -1.59
C -1.51982 4.87395 0.29247 -1.29
C -1.10413 -3.13345 -0.43865 1.35
C 2.81240 -2.99057 -4.05356 -1.11
B 4.02133 0.65839 1.74616 0.96
H 0.39589 -4.67252 -0.29005 0.46
H 1.52720 2.74329 0.92706 0.30
H -0.26837 -3.24266 2.46980 0.47
H 1.58422 -5.58699 -4.90403 0.34
H -0.08980 0.25511 -6.52531 0.45
H 3.76917 -2.76780 -4.52267 0.50
H -2.11500 0.03344 5.14166 0.63
H -3.42338 -5.94474 -1.73232 0.42
H -4.71991 1.51841 2.11104 0.59
H 1.54888 -6.45854 -3.35586 0.35
H 2.36607 -0.93190 -3.62433 0.09
H 1.16016 -3.16129 -1.94944 0.18
H -2.81236 -1.85423 -0.64586 0.29
H -2.44190 5.41726 0.13566 0.26
H -1.90337 1.61936 4.34799 0.83
H -2.07719 7.28400 -0.38090 0.20
H 0.62933 -4.94515 -3.53091 0.14
H -1.07909 8.66601 -0.34000 0.24
H -4.06125 -1.53201 4.27499 0.45
H 4.53504 -3.32560 1.29487 0.47
H -4.43908 0.43667 5.52470 0.43
H -5.54302 0.90069 4.20970 0.50
H 3.12592 0.33559 -1.31141 0.39
H 4.66597 0.11223 0.87926 -0.17
H -3.11888 2.22018 2.39452 0.65
H 2.05743 -3.11555 -4.83124 0.43
H 0.95575 0.84397 -4.37417 0.38
H 3.20112 -1.78746 -2.32017 0.17
H 1.34887 -4.40311 3.94714 0.46
H 2.22479 3.50984 4.64445 0.36
H 3.74624 -4.45609 3.34440 0.38
H 2.93232 -2.12482 -0.14749 0.51
H -2.54113 3.01222 0.31582 0.56
H 4.18805 0.14613 2.82783 -0.11
H 1.61709 4.80759 -2.79758 0.42
H 0.30005 -2.21808 -3.17392 0.37
H -2.35616 -0.73259 -6.57141 0.40
H -4.29577 -3.64079 -1.46602 0.49
H -3.59334 -1.08352 -4.46187 0.47
H -2.87193 -1.62129 1.75694 -0.04
H -0.01935 2.96149 -2.56665 0.49
H 1.79698 5.14713 0.67344 0.50
H -4.76721 -1.10816 2.69821 0.39
H 4.75505 2.16540 -1.56768 0.45
H 4.23425 1.85384 1.77352 -0.08
H -2.54908 -0.46368 -2.29812 0.35
H -1.07556 -6.44665 -1.14615 0.48
H 2.95569 1.94063 4.17673 0.00
H 3.99944 4.40777 -2.30154 0.39
H -4.87344 2.76653 5.38560 0.36
```

As for the HOMO-LUMO gap (spin up / spin down): 6.03 / 6.11 eV. The calculation puts the HOMO energy (spin up / spin down) at -7.00 / -7.09 eV. The multiplicity is 2.

# 4
Formula: C42H50F2N2O
Source: the Open Molecules 2025 dataset
Level of theory: ωB97M-V/def2-TZVPD

Geometry as XYZ:
```
97
Properties=species:S:1:pos:R:3:mulliken_charge:R:1
F 5.46318 -0.55876 2.83221 -0.32
F 4.07077 -3.61944 -0.53560 -0.36
O -2.10208 1.29399 4.85955 -0.76
N -1.05631 0.82809 -4.23740 0.86
N 1.17989 1.02967 -4.15750 0.87
C 0.84689 1.34257 -5.58426 -0.50
C -2.42440 0.56885 -3.84460 -0.70
C -2.56642 2.95641 -3.12891 -1.68
C -4.26155 -0.93252 -3.50246 -1.23
C 2.84769 -0.70041 -3.68175 1.68
C 3.37336 -1.66263 3.03228 -0.40
C -2.96918 -0.71516 -3.95004 1.00
C 2.41022 -2.55210 2.54135 0.23
C 1.13304 -2.74811 3.22345 -0.65
C 3.84672 -2.99375 0.64844 0.23
C -3.04173 -1.31925 5.49539 2.13
C 2.52455 0.65665 -3.77200 -0.68
C 4.73778 1.22056 -3.04089 -1.13
C -6.41596 -0.14907 -2.48089 -1.51
C 4.54790 -1.43729 2.34819 0.08
C -4.45967 1.34833 -2.84552 -0.89
C 3.11632 3.07069 -3.49321 -1.44
C 4.11466 -1.06814 -3.26685 -1.28
C 6.43621 -0.56168 -2.53238 -1.30
C -0.90799 -2.00154 4.33664 -0.62
C -0.15376 0.66423 3.72895 -0.74
C 5.07633 -0.12223 -2.95173 0.70
C 2.68212 -3.22728 1.34794 -0.59
C 0.31515 -1.73089 3.63651 -0.26
C 0.36292 2.86994 4.76554 -1.75
C 0.05049 0.75532 -3.49273 -0.98
C 4.77443 -2.10091 1.15575 -0.35
C -1.73736 -1.02011 4.74867 -0.45
C -0.86165 2.77163 2.57596 -1.87
C 1.58000 2.20921 2.67849 -2.11
C 1.81870 -1.72383 -4.00648 -1.38
C 3.47530 1.62771 -3.44175 0.95
C -3.17116 1.60492 -3.27883 1.32
C -5.02314 0.08675 -2.95033 0.83
C 0.62292 -0.36274 3.33763 -0.68
C 0.23303 2.11626 3.43296 2.30
C -1.38555 0.38196 4.47638 1.65
C -2.15582 -1.83419 -4.49973 -1.09
C -0.69122 1.22259 -5.63295 -0.50
C -4.22615 -0.75993 4.68942 -1.69
C -3.25533 -2.83578 5.69964 -2.07
C -2.99638 -0.63933 6.87308 -1.71
H -6.50876 0.08099 -1.41971 0.33
H 1.86172 3.24599 2.49949 0.41
H -1.14522 -3.03120 4.52753 0.60
H -2.44461 -3.27342 6.28136 0.41
H -4.67828 -1.92025 -3.57452 0.33
H -1.00117 2.22853 1.64227 0.44
H -7.12077 0.48138 -3.02408 0.34
H -3.12845 3.69805 -3.69940 0.35
H 1.41030 -1.55322 -5.00455 0.31
H 0.99801 -1.66739 -3.28953 0.22
H 7.08158 0.28497 -2.29658 0.36
H -3.89993 -0.85237 7.44312 0.46
H -2.73003 -2.76191 -4.54148 0.41
H 0.66577 3.90352 4.60388 0.45
H 1.50371 -0.17050 2.75778 0.81
H -2.90707 0.44124 6.76589 0.35
H 6.91558 -1.13585 -3.32634 0.34
H -3.31509 -3.35883 4.74563 0.41
H 1.95997 -3.91474 0.94715 0.53
H -1.17314 2.17085 -5.88345 0.28
H 2.22577 -2.73606 -3.97661 0.44
H -0.58747 2.87032 5.29805 0.36
H 1.20458 2.34447 -5.84093 0.32
H -5.03401 2.14298 -2.40481 0.47
H -1.81319 2.77648 3.10658 0.35
H -1.04244 0.46369 -6.33827 0.22
H -0.60006 3.80128 2.33418 0.44
H -2.13991 -0.99015 7.44659 0.35
H 0.79582 -3.75961 3.37970 0.54
H -4.25956 -1.20006 3.69400 0.35
H -4.18299 -3.03191 6.23624 0.39
H -1.53562 2.96896 -3.49072 0.18
H 4.35782 -2.11189 -3.17766 0.36
H 3.94660 3.70280 -3.17306 0.41
H 5.47141 1.96315 -2.78381 0.35
H 3.21611 -1.15337 3.96611 0.63
H -1.81356 -1.60866 -5.51065 0.26
H 1.33701 0.62353 -6.24584 0.31
H 1.52533 1.71633 1.70806 0.48
H -6.72088 -1.18582 -2.62266 0.36
H -5.17097 -0.97499 5.18727 0.45
H 2.26568 3.27624 -2.84122 0.30
H -2.55183 3.25821 -2.07986 0.37
H 2.84431 3.36801 -4.50666 0.26
H -1.27672 -2.01089 -3.87830 0.10
H -4.14014 0.32020 4.57517 0.36
H 6.38241 -1.19661 -1.64758 0.14
H 1.10315 2.39197 5.40539 0.36
H 5.68657 -1.92350 0.61927 0.46
H 2.38481 1.74980 3.25199 0.39
```

As for the HOMO-LUMO gap: 6.88 eV. The calculation puts the HOMO energy at -7.76 eV.

Taking the records one at a time from the top gives energy above the lowest of the compared OMol25 structures with the same formula, charge and spin values of 167.9; 0.9; 48.8; 0.0 kJ/mol.
Taking the records one at a time from the top gives electronic energy values of -5578.3665; -11236.5121; -8995.7999; -2014.8669 Ha.